This record from OMol25 describes a molecular structure, C25H45BClF4LaP at a distorted geometry. The level of theory is ωB97M-V with the def2-TZVPD basis set.

Strongest force on any atom ... 0.035 Eh/bohr
Frontier orbital gap ... 4.69 eV
E_LUMO ... 2.390 eV
DFT total energy ... -2237.3429 a.u.

Structure (ORCA input):
```
! wB97M-V def2-TZVPD RIJCOSX def2/J DEFGRID3
* xyz -1 1
La 0.33850 0.45282 0.74401
P 0.06499 0.56419 -2.39820
Cl 1.14901 2.91338 0.36553
C -1.69296 0.87277 0.06561
H -2.37170 0.12031 -0.39681
H -2.20912 1.84553 0.10928
C 1.91215 0.83239 -2.63047
C -0.74368 2.24707 -2.61538
C 2.41512 0.90082 -4.07937
H 2.10171 1.81587 -2.15401
C 3.91084 1.25362 -4.11878
H 2.26272 -0.07483 -4.56710
H 1.85625 1.65068 -4.65359
C 4.76124 0.30441 -3.26161
H 4.27141 1.23356 -5.15606
H 4.03475 2.28328 -3.74524
C 4.19166 0.06865 -1.85335
H 4.84349 -0.66209 -3.78102
H 5.78024 0.69871 -3.18038
C 2.68901 -0.25042 -1.85684
H 4.74964 -0.73922 -1.36196
H 4.34692 0.97792 -1.25290
H 2.51711 -1.23032 -2.33287
H 2.34480 -0.34483 -0.80514
C -0.56966 -0.48868 -3.78011
C -2.25429 2.07906 -2.82529
H -0.57834 2.67362 -1.60816
C -2.94102 3.43771 -2.71922
H -2.44388 1.63487 -3.81369
H -2.65032 1.40049 -2.06670
C -2.31744 4.47853 -3.64683
H -4.00324 3.31453 -2.94387
H -2.86304 3.77746 -1.67813
C -0.79688 4.57281 -3.53333
H -2.58462 4.23175 -4.68100
H -2.75702 5.45596 -3.44202
C -0.10907 3.20902 -3.62908
H -0.40372 5.22951 -4.31387
H -0.53325 5.02050 -2.56507
H -0.22253 2.80572 -4.64622
H 0.96606 3.31679 -3.43944
C 0.15031 -1.84490 -3.80508
H -1.62119 -0.67475 -3.48541
C -0.56686 -2.81996 -4.74477
H 1.18512 -1.71085 -4.14400
H 0.19468 -2.26979 -2.79533
C -0.78468 -2.25649 -6.15680
H 0.00433 -3.75581 -4.79962
H -1.54047 -3.06891 -4.30002
C -1.35788 -0.83878 -6.15075
H 0.17313 -2.25704 -6.69329
H -1.45653 -2.91889 -6.71550
C -0.61826 0.11525 -5.19462
H -1.34842 -0.42510 -7.16576
H -2.41266 -0.88107 -5.83952
H 0.40068 0.28049 -5.56658
H -1.11526 1.09173 -5.19459
C 0.07871 -2.60611 -0.09067
C -1.21622 -2.28088 -0.33787
H 0.87882 -2.32150 -0.78931
C -2.34052 -2.57410 0.60009
H -1.47590 -1.69038 -1.21943
C -1.87001 -2.98106 2.00525
H -2.96412 -1.67780 0.65633
H -3.00380 -3.38266 0.24647
C -0.66861 -3.92652 1.95287
H -1.61432 -2.09626 2.58487
H -2.69209 -3.45272 2.56660
C 0.50403 -3.41197 1.10013
H -0.32084 -4.15113 2.97329
H -1.02688 -4.86649 1.51706
H 1.16571 -2.80611 1.73758
H 1.10094 -4.28933 0.81236
F -0.46852 -0.60437 2.69757
B -0.02824 -0.20681 4.15623
F -1.21433 0.04242 4.81806
F 0.68275 -1.28196 4.62807
F 0.75826 0.93698 3.85178
*
```

Results of the Mulliken charge analysis, in e, for atoms 1 through 2: La 1.0577; P 0.7630



This record from OMol25 describes a molecular structure, C25H45BrClPRh at a distorted geometry. The level of theory is ωB97M-V with the def2-TZVPD basis set.

Strongest force on any atom ... 0.082 Eh/bohr
Frontier orbital gap (spin up / spin down) ... 3.13 / 7.43 eV
Expectation value of S² ... 6.01
E_LUMO (spin up / spin down) ... 2.722 / 2.667 eV
ΔE to the lowest compared entry with this formula, charge and spin ... 1.39 kcal/mol
DFT total energy ... -4465.5944 a.u.

Structure (ORCA input):
```
! wB97M-V def2-TZVPD RIJCOSX def2/J DEFGRID3
* xyz -1 5
Rh -0.53829 -0.02968 0.15834
Cl -2.95064 -0.31106 0.04402
P 0.04404 0.29443 -2.14312
C -0.67919 1.56557 2.55562
H 0.27008 2.00476 2.87192
H -1.48377 1.70357 3.29119
C 1.47117 -0.61179 -2.98610
C 0.19595 2.08197 -2.64069
C 2.84544 0.00067 -2.67399
H 1.43203 -1.60301 -2.50700
C 3.98318 -0.90810 -3.17606
H 2.93028 0.98159 -3.16917
H 2.95744 0.17626 -1.59363
C 3.83988 -1.28878 -4.65644
H 4.94487 -0.40650 -3.01540
H 3.99531 -1.82859 -2.57598
C 2.43790 -1.80865 -4.98422
H 4.05718 -0.41261 -5.28240
H 4.58469 -2.04933 -4.91784
C 1.34421 -0.85239 -4.50024
H 2.33352 -1.96355 -6.06569
H 2.29815 -2.78427 -4.49694
H 1.43308 0.10396 -5.03683
H 0.36862 -1.27567 -4.76282
C -1.51316 -0.33614 -2.98803
C 0.61275 2.41367 -4.08488
H -0.84323 2.43592 -2.50360
C 0.31846 3.88969 -4.35446
H 1.68799 2.22399 -4.21796
H 0.09586 1.80003 -4.83228
C 1.01897 4.81868 -3.35839
H 0.60946 4.14437 -5.37997
H -0.76478 4.04991 -4.27889
C 0.81292 4.38352 -1.90263
H 2.09420 4.82549 -3.57419
H 0.66503 5.84704 -3.49638
C 1.10860 2.88753 -1.70585
H 1.43636 4.98049 -1.22662
H -0.23038 4.58736 -1.62266
H 2.16491 2.68096 -1.94483
H 0.93574 2.61547 -0.65856
C -1.56985 -1.86791 -3.04639
H -2.29860 -0.03184 -2.26861
C -2.96526 -2.32640 -3.49784
H -0.82170 -2.25766 -3.75146
H -1.32894 -2.28588 -2.05991
C -3.40114 -1.66364 -4.81239
H -2.97162 -3.41778 -3.61181
H -3.67948 -2.07367 -2.70165
C -3.25238 -0.14164 -4.78751
H -2.80464 -2.07236 -5.63858
H -4.44255 -1.92416 -5.02562
C -1.85612 0.29258 -4.34247
H -3.46691 0.27876 -5.77806
H -3.97732 0.28506 -4.08150
H -1.12180 -0.01102 -5.10552
H -1.83733 1.38896 -4.28595
C 0.23236 -1.71096 0.03171
C -0.48344 0.09105 2.24523
H 0.67121 -2.04707 -0.91497
C -1.45424 -0.75224 3.06536
H 0.54974 -0.17158 2.54062
C -1.16427 -2.24692 3.15628
H -1.43754 -0.33776 4.08081
H -2.46102 -0.58350 2.66613
C -1.12488 -2.91158 1.78681
H -0.22179 -2.40805 3.69203
H -1.95120 -2.71125 3.76698
C 0.26221 -2.70231 1.11323
H -1.33005 -3.98448 1.89874
H -1.92643 -2.49169 1.16224
H 1.03756 -2.40249 1.83516
H 0.58084 -3.66254 0.68082
Br -1.20666 2.60082 0.95323
*
```

Results of the Mulliken charge analysis, in e, for atoms 1 through 2: Rh -1.5018; Cl -0.5225



This record from OMol25 describes a molecular structure, C25H45ClF5OPRhTe at a distorted geometry. The level of theory is ωB97M-V with the def2-TZVPD basis set.

Strongest force on any atom ... 0.095 Eh/bohr
Frontier orbital gap (spin up / spin down) ... 5.06 / 6.46 eV
Expectation value of S² ... 6.01
E_LUMO (spin up / spin down) ... 1.701 / 1.623 eV
DFT total energy ... -2734.2111 a.u.

Structure (ORCA input):
```
! wB97M-V def2-TZVPD RIJCOSX def2/J DEFGRID3
* xyz -1 5
Rh 3.10748 -0.67662 1.13810
P -0.29178 -0.48711 -0.11155
Cl 2.22141 -2.73915 1.47016
C 3.96401 -1.15085 -0.41130
H 3.95785 -2.19903 -0.77782
H 4.72845 -0.47431 -0.83652
C -1.76928 -1.51684 0.44302
C 0.14826 -0.89773 -1.90344
C -1.49573 -3.01814 0.28371
H -1.74776 -1.29290 1.52801
C -2.54627 -3.83078 1.05685
H -1.53949 -3.29420 -0.77966
H -0.48293 -3.25752 0.64162
C -3.98417 -3.44452 0.68878
H -2.38812 -4.89817 0.86749
H -2.38979 -3.66172 2.13091
C -4.23388 -1.93181 0.67978
H -4.22724 -3.85416 -0.30039
H -4.67693 -3.91233 1.39675
C -3.15694 -1.13618 -0.06938
H -5.21266 -1.71433 0.23513
H -4.26599 -1.56791 1.71694
H -3.22519 -1.33209 -1.15072
H -3.34518 -0.06597 0.07690
C -0.99049 1.25191 -0.36978
C -0.95151 -1.47266 -2.78322
H 0.45651 0.08772 -2.29292
C -0.44259 -1.53293 -4.22980
H -1.20492 -2.48404 -2.43767
H -1.87285 -0.87646 -2.73545
C 0.86426 -2.32210 -4.36420
H -1.21842 -1.97331 -4.86552
H -0.27686 -0.50478 -4.58059
C 1.93144 -1.87417 -3.36873
H 0.65890 -3.38681 -4.19730
H 1.25065 -2.22876 -5.38376
C 1.36662 -1.80107 -1.95129
H 2.78831 -2.55825 -3.38038
H 2.31163 -0.87639 -3.63277
H 1.12090 -2.80543 -1.57693
H 2.15340 -1.41252 -1.28921
C -1.53221 1.84909 0.92768
H -0.05328 1.78535 -0.58794
C -1.64419 3.36959 0.76198
H -2.51937 1.42148 1.15886
H -0.86096 1.60425 1.76520
C -2.49223 3.75060 -0.45231
H -2.06324 3.80731 1.67485
H -0.62925 3.77538 0.63587
C -2.04224 3.05463 -1.73541
H -3.53939 3.49353 -0.25294
H -2.45635 4.83351 -0.59800
C -1.90885 1.53641 -1.56364
H -2.74323 3.26279 -2.55162
H -1.06049 3.44055 -2.04389
H -2.89996 1.08883 -1.40299
H -1.50100 1.10329 -2.48648
C 1.48792 -0.17527 3.44032
C 2.81311 -0.16261 3.23263
H 0.94502 -1.10022 3.26104
C 3.67165 1.10891 3.30255
H 3.41006 -1.09607 3.37105
C 2.98420 2.18109 4.16641
H 4.64555 0.85656 3.74558
H 3.86744 1.48435 2.28335
C 1.49519 2.31421 3.86528
H 3.09158 1.86167 5.20947
H 3.49281 3.14566 4.06212
C 0.76645 0.96482 4.05913
H 1.05674 3.07509 4.52693
H 1.36010 2.64472 2.82523
H 0.62297 0.81656 5.14453
H -0.25801 1.04319 3.66510
F 1.81914 3.78397 -0.19832
Te 2.79610 2.39095 -1.07797
F 4.41041 2.70040 -0.08823
F 3.38164 3.68506 -2.35191
F 1.26745 2.18100 -2.24356
F 3.58417 1.04640 -2.19983
O 2.14147 1.19736 0.17610
*
```

Results of the Mulliken charge analysis, in e, for atoms 1 through 2: Rh 0.0210; P 0.7849



This record from OMol25 describes a molecular structure, C25H45ClIOsP at a distorted geometry. The level of theory is ωB97M-V with the def2-TZVPD basis set.

Strongest force on any atom ... 0.112 Eh/bohr
Frontier orbital gap (spin up / spin down) ... 6.89 / 5.79 eV
Expectation value of S² ... 6.02
E_LUMO (spin up / spin down) ... 0.449 / -2.132 eV
ΔE to the lowest compared entry with this formula, charge and spin ... 6.14 kcal/mol
DFT total energy ... -2169.3590 a.u.

Structure (ORCA input):
```
! wB97M-V def2-TZVPD RIJCOSX def2/J DEFGRID3
* xyz 0 5
Os 0.03317 0.95370 2.48360
P 0.01415 0.38211 0.08752
Cl 2.42502 0.78743 2.56371
C 0.13384 2.64004 3.22043
H 1.12331 3.06117 3.50893
H -0.67051 3.36302 3.46043
C 1.32757 -0.62613 -0.86698
C 0.16918 2.13279 -0.58908
C 2.73678 -0.07498 -0.66935
H 1.25045 -1.59885 -0.34979
C 3.80317 -1.05210 -1.18543
H 2.83779 0.88214 -1.20228
H 2.91534 0.13589 0.39560
C 3.58142 -1.45736 -2.64737
H 4.79241 -0.59230 -1.07736
H 3.79681 -1.95111 -0.55316
C 2.13190 -1.85642 -2.94425
H 3.87118 -0.62556 -3.30440
H 4.24407 -2.29178 -2.90179
C 1.10788 -0.87001 -2.37257
H 1.98634 -1.93290 -4.02971
H 1.93467 -2.85519 -2.52959
H 1.20351 0.08130 -2.91535
H 0.10506 -1.25162 -2.58943
C -1.60642 -0.23827 -0.71796
C 0.64419 2.36035 -2.03124
H -0.86282 2.51411 -0.48534
C 0.51090 3.85182 -2.35174
H 1.69215 2.04260 -2.13576
H 0.06051 1.78205 -2.75816
C 1.20243 4.77479 -1.33720
H 0.91113 4.03908 -3.35299
H -0.55830 4.09964 -2.38910
C 0.88042 4.41652 0.11243
H 2.28996 4.71847 -1.47796
H 0.91424 5.81287 -1.52997
C 1.07849 2.91441 0.32353
H 1.52649 4.96794 0.80656
H -0.15783 4.67897 0.36584
H 2.13035 2.64473 0.15932
H 0.87221 2.65425 1.38284
C -1.69616 -1.76799 -0.72063
H -2.36190 0.13636 0.00396
C -3.08048 -2.24426 -1.17818
H -0.93365 -2.18894 -1.39131
H -1.47559 -2.16355 0.28181
C -3.53173 -1.62564 -2.50738
H -3.07145 -3.33555 -1.27162
H -3.81295 -1.99605 -0.39864
C -3.35675 -0.10657 -2.55527
H -2.97234 -2.08422 -3.33471
H -4.58595 -1.86810 -2.68259
C -1.97447 0.35568 -2.08721
H -3.52169 0.24974 -3.57888
H -4.11988 0.37361 -1.92841
H -1.23412 0.05026 -2.84204
H -1.96377 1.45351 -2.05888
C 0.18915 -1.99030 2.52727
C -0.09804 -0.97358 3.38349
H 0.89229 -1.81737 1.70983
C -1.30360 -1.07542 4.35467
H 0.76754 -0.59720 4.00349
C -1.44804 -2.49235 4.88831
H -1.18330 -0.36211 5.18038
H -2.21453 -0.77393 3.81675
C -1.40168 -3.52884 3.76638
H -0.60944 -2.67166 5.57170
H -2.37263 -2.59162 5.46982
C -0.12206 -3.38519 2.92251
H -1.45836 -4.54376 4.18299
H -2.26907 -3.38646 3.11149
H 0.71156 -3.76422 3.54399
H -0.19082 -4.04714 2.04525
I -2.57864 1.34523 2.19623
*
```

Results of the Mulliken charge analysis, in e, for atoms 1 through 2: Os 0.9146; P 0.0781